Record 1
{
  "formula": "I2NO",
  "method": "ωB97M-V with the def2-TZVPD basis set",
  "elements": ["N", "O", "I", "I"],
  "xyz": [[-0.0177, 0.2143, -0.5074], [-0.1358, 1.5530, 0.4480], [1.7893, -0.5296, 0.0412], [-1.6359, -1.2377, 0.0182]],
  "spin_multiplicity": 1,
  "max_force_ha_per_bohr": 0.106,
  "charge": -1,
  "orbital_gap_ev": [6.80, 6.80],
  "de_lowest_kj_mol": 315.73,
  "e_homo_ev": [-3.79, -3.79]
}

=====

Record 2
{
  "formula": "C5H5Cl3F3N4",
  "method": "ωB97M-V with the def2-TZVPD basis set",
  "elements": ["C", "C", "C", "C", "C", "N", "N", "N", "N", "F", "F", "F", "Cl", "Cl", "Cl", "H", "H", "H", "H", "H"],
  "xyz": [[-0.7174, -0.7403, -1.9123], [-1.4922, 0.2836, 0.2353], [0.9438, 0.0597, 0.2219], [1.1091, -1.3502, 0.7410], [2.1905, 1.0169, 0.0514], [0.4655, -0.4719, -1.9998], [-1.4985, -0.6639, -0.6851], [-0.2520, 0.7290, 0.5567], [-2.4961, 0.8228, 0.7523], [2.1123, -1.2392, 1.6171], [0.0165, -1.7525, 1.3478], [1.4398, -2.2497, -0.1489], [1.6794, 2.6110, -0.7019], [2.8613, 1.3701, 1.6255], [3.3726, 0.2452, -1.0253], [-1.4509, -1.2017, -2.5992], [-2.2818, -1.3386, -0.9383], [-0.1408, 1.7831, 1.0035], [-3.4790, 0.5184, 0.4763], [-2.3821, 1.5683, 1.3818]],
  "spin_multiplicity": 3,
  "s2": 2.02,
  "max_force_ha_per_bohr": 0.114,
  "charge": 1,
  "orbital_gap_ev": [8.63, 7.70],
  "e_homo_ev": [-12.12, -14.19]
}

=====

Record 3
{
  "formula": "C8H8O3S",
  "method": "ωB97M-V with the def2-TZVPD basis set",
  "elements": ["C", "C", "C", "C", "C", "C", "C", "C", "O", "O", "O", "S", "H", "H", "H", "H", "H", "H", "H", "H"],
  "xyz": [[-0.9989, -0.7045, 1.3869], [0.2498, -1.0417, 1.2023], [0.4049, 1.8352, -0.6674], [2.1197, 0.4006, 0.2972], [-1.9120, 0.1780, 0.5641], [-1.4644, 0.1119, -0.8859], [-0.0389, 0.4493, -1.1199], [1.1707, -0.6682, 0.0422], [-0.1648, 2.8775, -0.5028], [3.2615, 0.1972, 0.6185], [1.6377, 1.6635, -0.0277], [1.6877, -2.2041, -0.6735], [-1.5314, -0.9317, 2.3606], [0.7670, -1.5287, 2.0271], [-3.0367, -0.0910, 0.6432], [-1.8058, 1.1813, 0.9063], [-1.7121, -0.8023, -1.2986], [-1.9084, 0.9093, -1.4000], [0.4511, 0.0886, -1.9902], [2.8234, -1.9202, -1.4825]],
  "spin_multiplicity": 1,
  "max_force_ha_per_bohr": 0.095,
  "orbital_gap_ev": 9.63,
  "de_lowest_kj_mol": 159.36,
  "e_homo_ev": -9.24
}

=====

Record 4
{
  "formula": "C18H41N2P3RhS2",
  "method": "ωB97M-V with the def2-TZVPD basis set",
  "elements": ["Rh", "P", "P", "P", "H", "C", "C", "H", "C", "C", "C", "C", "C", "C", "C", "C", "C", "H", "H", "H", "H", "H", "H", "H", "H", "H", "H", "H", "H", "H", "H", "H", "H", "H", "H", "H", "H", "H", "H", "H", "H", "H", "H", "H", "H", "H", "C", "C", "C", "C", "C", "C", "S", "H", "H", "H", "H", "H", "H", "N", "C", "N", "S", "H", "H", "H", "H"],
  "xyz": [[0.1771, -0.0832, -0.2767], [-0.7924, -2.0218, -0.9732], [1.1004, -1.3108, 1.7274], [-0.4981, 1.1650, -2.1081], [2.8735, -0.0623, -0.0070], [2.1774, 0.6515, -0.4660], [1.4513, 1.5523, 0.3767], [1.5916, 1.5098, 1.4628], [0.4215, -2.9276, -2.0183], [-1.3706, -3.3026, 0.2239], [-2.2956, -1.9085, -2.0268], [2.2494, -0.3974, 2.8102], [0.0884, -2.1284, 3.0510], [2.1937, -2.6571, 1.1181], [0.2120, 2.8498, -2.2255], [-2.2743, 1.4910, -2.3491], [0.1565, 0.3101, -3.5998], [2.3890, 0.9170, -1.5121], [1.1068, 2.5207, -0.0034], [-0.0307, -3.8510, -2.4131], [1.3092, -3.1795, -1.4244], [0.7338, -2.2861, -2.8510], [-1.8655, -4.1230, -0.3243], [-2.1047, -2.8696, 0.9200], [-0.5441, -3.7383, 0.8001], [-2.6599, -2.9180, -2.2795], [-2.1082, -1.3675, -2.9610], [-3.0792, -1.3892, -1.4605], [2.7006, -1.0800, 3.5380], [1.7113, 0.3800, 3.3571], [3.0407, 0.0663, 2.2214], [0.7255, -2.8229, 3.6209], [-0.7563, -2.6933, 2.6360], [-0.3107, -1.3660, 3.7398], [2.8099, -3.0066, 1.9570], [2.8508, -2.2594, 0.3364], [1.6283, -3.5047, 0.7150], [-0.0479, 3.2985, -3.1941], [1.3032, 2.8258, -2.1208], [-0.2178, 3.4534, -1.4170], [-2.4077, 1.9758, -3.3250], [-2.6184, 2.1693, -1.5593], [-2.8827, 0.5837, -2.3148], [0.0186, 0.9729, -4.4659], [-0.3540, -0.6438, -3.7793], [1.2307, 0.1196, -3.4520], [4.0172, 3.0658, -5.4608], [4.7295, 2.4438, -6.5106], [6.0810, 2.7627, -6.7117], [6.7141, 3.7295, -5.9208], [5.9802, 4.4101, -4.9433], [4.6349, 4.1072, -4.7357], [2.4006, 2.5962, -4.9494], [2.1509, 1.4180, -5.5945], [4.2317, 1.6956, -7.1338], [6.6569, 2.2427, -7.4812], [7.7712, 3.9577, -6.0601], [6.4479, 5.1705, -4.3229], [4.0469, 4.6309, -3.9823], [-3.2972, -1.0364, 2.6371], [-2.3913, -0.0622, 2.5842], [-1.7826, 0.2595, 3.7660], [-1.9658, 0.7198, 1.1348], [-3.6132, -1.3862, 3.5378], [-3.8188, -1.3123, 1.8139], [-1.2560, 1.1241, 3.7790], [-2.3320, 0.0898, 4.6069]],
  "spin_multiplicity": 5,
  "s2": 6.04,
  "max_force_ha_per_bohr": 0.067,
  "charge": 3,
  "orbital_gap_ev": [5.90, 5.42],
  "de_lowest_kj_mol": 8.98,
  "e_homo_ev": [-13.38, -16.90]
}

=====

Record 5
{
  "formula": "C8H18NS",
  "method": "ωB97M-V with the def2-TZVPD basis set",
  "elements": ["C", "C", "C", "C", "C", "C", "C", "C", "N", "S", "H", "H", "H", "H", "H", "H", "H", "H", "H", "H", "H", "H", "H", "H", "H", "H", "H", "H"],
  "xyz": [[1.5289, -1.4206, -2.3660], [1.3112, 0.7872, -3.6200], [0.1330, 0.7126, -1.0486], [1.7373, 0.4383, 0.5871], [-0.2704, -1.0168, 2.1958], [-1.3280, 1.2054, 1.4812], [-1.8284, -0.9926, 0.3012], [-0.8499, -0.1446, 1.0395], [0.4181, 0.0058, 0.1812], [1.7399, 0.2938, -2.0466], [2.5249, -1.9224, -2.2693], [1.1489, -1.5250, -3.3060], [0.4649, 1.4032, -3.9731], [2.0417, 0.5799, -4.4278], [-0.7328, 0.3555, -1.6171], [0.0588, 1.7508, -1.0938], [1.7533, 1.5122, 0.7266], [2.4141, -0.1660, 1.1502], [-0.2136, -2.0286, 1.7864], [0.7882, -0.6749, 2.4599], [-0.9047, -1.1953, 3.0463], [-0.5261, 1.4672, 2.1860], [-2.3334, 1.2432, 1.7947], [-1.4200, 1.9810, 0.8108], [-2.5009, -0.4744, -0.3259], [-1.4485, -1.7670, -0.4300], [-2.3247, -1.5560, 1.0066], [0.6440, -1.0495, 0.0105]],
  "spin_multiplicity": 1,
  "max_force_ha_per_bohr": 0.088,
  "charge": 1,
  "orbital_gap_ev": [6.20, 7.58],
  "de_lowest_kj_mol": 667.20,
  "e_homo_ev": [-11.34, -11.81]
}

=====

Record 6
{
  "formula": "C22H22N4O6S",
  "method": "ωB97M-V with the def2-TZVPD basis set",
  "elements": ["C", "C", "H", "H", "O", "C", "N", "C", "C", "C", "C", "C", "O", "N", "N", "C", "O", "C", "C", "C", "C", "C", "C", "H", "H", "H", "S", "O", "O", "N", "C", "C", "C", "C", "C", "C", "H", "H", "O", "C", "H", "H", "H", "H", "H", "H", "H", "H", "H", "H", "H", "H", "H", "H", "H"],
  "xyz": [[0.2454, 5.4628, 2.0810], [1.3779, 4.4503, 2.1666], [1.7308, 4.1751, 1.1701], [2.2038, 4.8515, 2.7604], [0.9459, 3.2150, 2.7378], [0.7910, 3.1586, 4.0700], [1.1025, 4.2295, 4.7804], [0.9760, 4.2014, 6.0969], [0.5172, 3.0963, 6.7893], [0.1819, 1.9725, 6.0528], [0.3140, 1.9706, 4.6678], [-0.0679, 0.7252, 3.9619], [-0.5843, -0.2293, 4.5265], [0.1712, 0.6844, 2.6321], [-0.1402, -0.4756, 1.9376], [0.3733, -0.6928, 0.7050], [1.0591, 0.1399, 0.1393], [0.0019, -2.0008, 0.0967], [0.8850, -2.5546, -0.8255], [0.5639, -3.7407, -1.4483], [-0.6203, -4.3965, -1.1771], [-1.5036, -3.8469, -0.2606], [-1.1979, -2.6532, 0.3711], [-1.9082, -2.2184, 1.0583], [-2.4360, -4.3457, -0.0447], [-0.8335, -5.3178, -1.6952], [1.6952, -4.4212, -2.6683], [1.0154, -5.4571, -3.3827], [2.9547, -4.7241, -2.0586], [1.9918, -3.1212, -3.6805], [0.9462, -2.2480, -3.9990], [-0.3173, -2.7570, -4.2645], [-1.3701, -1.9086, -4.5623], [-1.1706, -0.5332, -4.6059], [0.1032, -0.0258, -4.3481], [1.1471, -0.8706, -4.0416], [2.1262, -0.4638, -3.8369], [0.2485, 1.0417, -4.3851], [-2.1339, 0.3910, -4.8859], [-3.4345, -0.0613, -5.1717], [-4.0196, 0.8347, -5.3735], [-3.8718, -0.5941, -4.3208], [-3.4511, -0.7095, -6.0538], [-2.3389, -2.3377, -4.7618], [-0.4665, -3.8242, -4.2448], [2.8736, -2.6784, -3.4728], [1.8119, -2.0469, -1.0410], [-0.5521, -1.1763, 2.5456], [0.6544, 1.3962, 2.0963], [-0.1871, 1.0738, 6.5247], [0.4231, 3.1114, 7.8625], [1.2566, 5.1162, 6.6014], [0.5929, 6.3522, 1.5640], [-0.5954, 5.0416, 1.5351], [-0.0812, 5.7393, 3.0799]],
  "spin_multiplicity": 1,
  "max_force_ha_per_bohr": 0.019,
  "orbital_gap_ev": 8.23,
  "de_lowest_kj_mol": 213.00,
  "e_homo_ev": -8.18
}

=====

Record 7
{
  "formula": "C9H11N3O3S",
  "method": "ωB97M-V with the def2-TZVPD basis set",
  "elements": ["C", "C", "H", "H", "S", "O", "O", "N", "C", "C", "C", "C", "C", "C", "H", "H", "N", "C", "O", "N", "H", "H", "H", "H", "H", "H", "H"],
  "xyz": [[-3.7810, 0.9146, 2.1576], [-3.5189, 0.3604, 0.7763], [-4.3180, 0.6117, 0.0835], [-3.3473, -0.7120, 0.7533], [-2.0413, 1.1448, 0.0568], [-2.1118, 2.5549, 0.2838], [-1.8753, 0.6893, -1.2897], [-0.7902, 0.5145, 1.0025], [0.3435, -0.0489, 0.4150], [0.9213, 0.6077, -0.6697], [2.0449, 0.0367, -1.2280], [2.6087, -1.1443, -0.7092], [2.0457, -1.7786, 0.3784], [0.8999, -1.2211, 0.9272], [0.4343, -1.6987, 1.7769], [2.4717, -2.6808, 0.7876], [3.7157, -1.4272, -1.4827], [3.8711, -0.4756, -2.4694], [4.7352, -0.4326, -3.3096], [2.8335, 0.4177, -2.2888], [2.6802, 1.2165, -2.8796], [4.3347, -2.2110, -1.3711], [0.4826, 1.5143, -1.0481], [-1.1003, 0.0600, 1.8449], [-3.0524, 0.5526, 2.8797], [-3.7130, 1.9991, 2.1169], [-4.7735, 0.6359, 2.5056]],
  "spin_multiplicity": 1,
  "max_force_ha_per_bohr": 0.020,
  "orbital_gap_ev": 8.40,
  "de_lowest_kj_mol": 0.00,
  "e_homo_ev": -7.93
}

=====

Record 8
{
  "formula": "C2H6N2O2",
  "method": "ωB97M-V with the def2-TZVPD basis set",
  "elements": ["C", "N", "O", "H", "H", "H", "C", "N", "O", "H", "H", "H"],
  "xyz": [[-1.1954, 0.4826, 1.3676], [0.0598, 0.1246, 1.6752], [-1.8392, -0.0810, 0.5015], [-1.6260, 1.3218, 1.9386], [0.5772, 0.6176, 2.3761], [0.5152, -0.5902, 1.1112], [1.1587, -0.5894, -1.4004], [-0.0624, -0.1140, -1.6762], [1.4572, -1.2335, -0.4145], [1.9501, -0.3999, -2.1334], [-0.0907, 0.7284, -2.2221], [-0.9043, -0.2671, -1.1238]],
  "spin_multiplicity": 1,
  "max_force_ha_per_bohr": 0.021,
  "orbital_gap_ev": 10.91,
  "de_lowest_kj_mol": 10.13,
  "e_homo_ev": -10.04
}